ORCA calculation (ωB97M-V with the def2-TZVPD basis set) on a structure of composition C27H40KN3O7PS.

Properties
* HOMO energy (spin up / spin down): 0.2 / -2.5 eV
* expectation value of S²: 0.756
* LUMO (spin up / spin down): 3.87 / 3.87 eV
* Kohn-Sham gap (spin up / spin down): 3.68 / 6.40 eV
* ΔE to the lowest compared entry with this formula, charge and spin: 11.3 kcal per mole
* multiplicity: 2
* net charge: -2

Geometry as XYZ:
```
80
Properties=species:S:1:pos:R:3:forces:R:3:lowdin_spin:R:1
K -2.458779 0.232284 1.927506 0.2 -0.1 0.2 0.00
O -5.060613 2.855138 0.210741 0.0 -0.2 -0.1 0.00
C -3.794918 2.663164 0.561841 -0.2 0.0 0.0 0.00
O -2.975651 2.129664 -0.147313 0.2 -0.1 0.0 0.00
C -3.510729 3.150453 1.966640 0.0 0.1 0.1 0.00
O -2.125636 3.213147 2.156880 0.0 -0.1 -0.1 0.00
C -1.722847 3.558068 3.479293 0.1 0.0 0.0 0.00
C -1.669591 2.398306 4.509505 -0.1 0.2 0.0 0.00
O -0.875147 2.590589 5.443351 0.0 0.0 0.0 0.00
O -2.462782 1.444283 4.318711 0.0 -0.1 -0.3 0.00
H -5.254338 2.260062 -0.567012 0.0 0.1 0.1 0.00
H -3.978111 2.459446 2.681654 -0.1 0.0 -0.1 0.00
H -3.988043 4.131753 2.101902 0.0 0.0 0.0 0.00
H -2.391076 4.331792 3.884026 0.0 0.0 0.0 0.00
H -0.724865 3.986107 3.389056 0.0 0.0 0.0 0.00
O 0.185273 0.245200 1.430782 -0.1 -0.1 -0.2 0.00
P 0.868360 0.292342 0.095352 0.0 0.0 0.2 0.00
C -0.395055 0.336880 -1.227680 0.0 0.0 0.0 0.00
C -0.025910 0.842755 -2.630117 0.0 0.0 0.0 0.00
C 0.474316 -0.240992 -3.580090 0.0 0.0 0.0 0.00
C -0.508325 -1.406698 -3.651929 0.0 0.0 0.0 0.00
C -0.802294 -1.972996 -2.267900 -0.1 0.0 0.0 0.01
C -1.314000 -0.889440 -1.326411 -0.1 0.0 -0.1 0.01
C 2.080075 -1.077747 0.089025 0.0 0.0 0.0 0.00
C 1.419465 -2.332612 0.714711 0.0 0.0 0.0 0.00
C 2.247141 -3.591425 0.429041 0.0 0.0 0.0 0.01
C 3.735504 -3.261678 0.394513 0.0 0.0 0.0 0.00
C 4.050810 -2.338970 -0.795167 0.0 0.0 0.0 0.00
C 2.841323 -1.471653 -1.176027 0.0 0.0 0.0 0.00
C 1.697182 1.940316 -0.082249 -0.1 0.0 0.0 0.00
C 1.922039 2.584380 1.293925 0.0 0.0 0.0 0.00
C 3.190414 2.090972 1.977468 0.0 0.0 0.0 0.00
C 4.409303 2.325848 1.091783 0.0 0.0 0.0 0.00
C 4.242771 1.639925 -0.260371 0.0 0.0 0.0 0.00
C 2.951321 2.067639 -0.957865 0.0 0.0 0.0 0.00
H -0.993142 1.136762 -0.765703 0.0 0.0 0.0 0.00
H 0.687898 1.668833 -2.584350 0.0 0.0 0.0 0.00
H -0.948309 1.260266 -3.049613 0.0 0.0 0.0 0.00
H 1.447925 -0.607084 -3.245283 0.0 0.0 0.0 0.00
H 0.627562 0.193923 -4.573149 0.0 0.0 0.0 0.00
H -0.120178 -2.190102 -4.309397 0.0 0.0 0.0 0.00
H -1.446582 -1.054078 -4.095753 0.0 0.0 0.0 0.00
H 0.096477 -2.440800 -1.855276 0.0 0.0 0.0 0.00
H -1.549043 -2.766664 -2.319205 0.0 0.0 0.0 0.00
H -1.538864 -1.341865 -0.359372 0.1 0.0 0.1 0.01
H -2.279701 -0.534456 -1.705059 0.0 0.0 0.0 0.00
H 2.811598 -0.697660 0.814650 0.0 0.0 0.0 0.00
H 0.401466 -2.485138 0.350806 0.0 0.0 0.0 0.00
H 1.333752 -2.171933 1.789469 0.0 0.0 0.0 0.00
H 1.941673 -4.028209 -0.525541 0.0 0.0 0.0 0.01
H 2.023787 -4.348207 1.181040 0.0 0.0 0.0 0.00
H 4.336576 -4.172303 0.332481 0.0 0.0 0.0 0.00
H 4.014028 -2.768369 1.331785 0.0 0.0 0.0 0.00
H 4.348230 -2.936298 -1.661753 0.0 0.0 0.0 0.00
H 4.902309 -1.694982 -0.551168 0.0 0.0 0.0 0.00
H 2.174983 -2.044810 -1.820927 0.0 0.0 0.0 0.00
H 3.173891 -0.607262 -1.753706 0.0 0.0 0.0 0.00
H 0.895700 2.513430 -0.562896 0.0 0.0 0.0 0.00
H 1.053926 2.401723 1.925374 0.0 0.0 0.0 0.00
H 2.004405 3.668946 1.147841 0.0 0.0 0.0 0.00
H 3.089541 1.024988 2.204203 0.0 0.0 0.0 0.00
H 3.310117 2.600626 2.935982 0.0 0.0 0.0 0.00
H 5.320602 1.970405 1.581618 0.0 0.0 0.0 0.00
H 4.530075 3.405433 0.936163 0.0 0.0 0.0 0.00
H 4.247359 0.558214 -0.109087 0.0 0.0 0.0 0.00
H 5.093917 1.867480 -0.909931 0.0 0.0 0.0 0.00
H 2.834934 1.521123 -1.897097 0.0 0.0 0.0 0.00
H 3.050918 3.126022 -1.230445 0.0 0.0 0.0 0.00
N -4.348397 -2.725475 1.126437 0.1 -0.2 0.3 0.01
C -4.769496 -1.554106 0.574804 -0.1 0.2 -0.2 0.00
O -4.939163 -0.528259 1.265601 0.1 0.1 0.4 0.00
C -5.048640 -1.496582 -0.838246 0.0 0.1 0.0 0.00
C -5.432592 -0.230846 -1.316003 0.1 -0.1 0.0 0.00
N -5.733452 0.834658 -1.662928 0.0 0.1 0.0 0.00
C -5.038127 -2.591761 -1.721546 0.0 -0.1 -0.1 0.00
N -5.054330 -3.469184 -2.476620 0.0 0.0 0.0 0.00
H -3.588193 -3.307550 0.707521 -0.3 0.1 -0.4 0.01
H -4.185921 -2.656168 2.120082 -0.1 0.2 0.1 0.00
S -1.010653 -5.346344 -0.129690 -0.1 0.1 0.0 0.32
C -2.005470 -4.142666 0.226331 0.4 -0.3 -0.1 0.61
```
Forces are in eV/Å.

ORCA calculation (ωB97M-V with the def2-TZVPD basis set) on a structure of composition C27H41BrN2P2Pb at a distorted geometry.

Properties
* HOMO energy (spin up / spin down): -12.3 / -12.3 eV
* LUMO (spin up / spin down): -7.82 / -7.92 eV
* Kohn-Sham gap (spin up / spin down): 4.53 / 4.43 eV
* multiplicity: 1
* net charge: +2

Geometry as XYZ:
```
74
Properties=species:S:1:pos:R:3:forces:R:3:lowdin_charge:R:1
C -4.745981 -6.296146 -0.733617 -0.1 0.0 0.0 -0.01
C -3.468884 -5.764315 -1.029902 -0.2 -0.6 -0.2 -0.21
C -2.741283 -6.443269 -2.044746 0.1 0.1 0.2 -0.01
C -3.284012 -7.593406 -2.661377 0.3 1.2 0.7 -0.12
N -4.483111 -8.065951 -2.342355 -0.2 -0.4 0.0 0.07
C -5.208695 -7.456093 -1.407583 1.0 1.2 0.3 -0.11
C -2.918702 -4.565361 -0.359744 0.1 0.6 -0.4 0.10
C -2.452890 -3.512449 0.062195 -0.7 -1.5 -1.1 0.04
C -1.766158 -2.273140 0.288374 -1.5 -1.2 0.2 -0.22
C -2.491746 -1.092611 0.543168 -0.1 0.3 0.4 0.04
C -1.775958 0.077246 0.880460 -1.2 -0.6 -0.4 -0.17
C -0.411713 0.021975 0.792995 0.6 0.4 -0.6 -0.61
C 0.323785 -1.154656 0.588701 -0.5 0.3 -1.2 -0.36
C -0.374696 -2.332017 0.321894 0.4 0.3 0.2 -0.03
Pb -0.045988 -0.971560 2.954204 0.1 1.1 1.6 1.53
P -0.668396 3.133703 -0.017159 -0.4 0.7 -0.7 0.89
H -1.760823 -6.067770 -2.359740 -0.4 -0.2 0.2 0.11
H -5.390312 -5.810337 0.007070 0.3 -0.3 -0.2 0.12
H -2.707116 -8.121566 -3.426416 -0.3 0.2 0.2 0.12
H -6.183511 -7.876715 -1.164549 0.2 0.1 -0.1 0.12
H 0.137130 -3.276362 0.158408 -0.1 0.1 -0.1 0.15
H -3.601497 -1.083300 0.519365 0.9 -0.2 0.1 0.16
H 1.399469 -1.128798 0.530556 0.3 0.2 0.2 0.05
H -2.317730 1.001249 1.119195 0.4 -0.4 0.1 0.10
C -0.173223 4.893676 -0.118546 0.1 -0.1 0.7 -0.36
C 0.351485 5.274179 -1.500659 0.1 0.6 -0.1 -0.13
H 0.610892 5.042393 0.654399 -0.4 0.1 -0.5 0.09
H -1.063837 5.491777 0.181612 0.8 -0.4 -0.1 0.09
H 0.632657 6.336107 -1.441174 0.0 -0.3 -0.3 0.10
H 1.252404 4.701594 -1.741329 -0.1 0.3 0.0 0.07
H -0.387161 5.147218 -2.314976 0.3 0.0 0.5 0.09
C -0.017243 2.206828 -1.434009 0.3 -0.3 0.0 -0.39
C -1.038081 1.694700 -2.436749 -0.1 -0.1 -0.4 -0.11
H 0.486914 1.338391 -0.990700 0.1 0.2 -0.2 0.02
H 0.761394 2.813734 -1.911469 -0.2 -0.2 0.1 0.08
H -0.507856 1.112301 -3.195878 -0.1 0.1 0.0 0.09
H -1.763232 1.023154 -1.967519 0.1 0.1 -0.1 0.06
H -1.587964 2.486190 -2.957334 0.2 -0.1 0.1 0.08
C -2.477699 3.180595 -0.121019 -0.7 -0.2 0.3 -0.39
C -3.039876 4.271329 -1.052056 -0.2 -0.1 0.0 -0.11
H -2.851131 3.319752 0.917852 0.1 0.0 -0.6 0.10
H -2.824046 2.185847 -0.457800 0.1 0.5 0.1 0.06
H -4.131498 4.174561 -1.054317 0.2 0.1 -0.1 0.09
H -2.794318 5.285163 -0.717368 -0.1 -0.3 -0.1 0.07
H -2.685202 4.154911 -2.082484 -0.1 0.0 0.3 0.07
Br 0.770898 1.798068 1.790152 1.0 -0.3 0.7 0.52
P 4.167995 -0.606162 0.152244 1.9 0.3 -1.0 0.98
C 3.361769 0.816856 -0.691159 -0.7 0.2 0.6 -0.45
C 4.300655 1.664135 -1.560180 -0.1 0.2 0.0 -0.15
H 2.840745 1.400191 0.112169 0.4 -0.2 -1.0 0.01
H 2.593671 0.348918 -1.326232 0.0 0.3 0.1 0.05
H 3.731156 2.154720 -2.358254 0.1 0.1 0.2 0.06
H 4.796293 2.443880 -0.967160 0.0 -0.2 -0.2 0.08
H 5.071451 1.063084 -2.056433 -0.2 0.0 0.2 0.07
C 3.994133 -0.384799 1.963147 -0.2 -0.2 0.5 -0.45
C 5.413002 -0.422826 2.629806 -0.2 -0.1 0.0 -0.16
H 3.416409 -1.270075 2.322483 0.1 0.6 0.1 0.05
H 3.442030 0.556989 2.182407 0.3 -0.6 0.0 0.03
H 5.427914 0.095569 3.599108 -0.1 -0.2 -0.3 0.07
H 5.700156 -1.474573 2.797902 0.0 0.4 -0.1 0.07
H 6.197694 0.022728 1.989903 -0.6 -0.1 0.2 0.06
C 3.183612 -2.015932 -0.450158 -0.6 -0.6 -0.1 -0.48
C 3.895006 -2.890731 -1.490630 0.1 -0.2 -0.1 -0.15
H 2.293654 -1.646883 -0.981767 0.0 -0.2 0.4 0.05
H 2.889323 -2.617177 0.427094 0.0 0.0 -0.3 0.07
H 3.410027 -3.875796 -1.536037 0.2 0.2 0.0 0.07
H 3.784324 -2.441097 -2.487322 0.2 -0.1 0.3 0.08
H 4.960041 -3.027351 -1.276194 -0.2 0.0 0.0 0.07
C -1.745942 3.848836 5.542769 -0.2 0.6 0.2 -0.04
C -1.171856 2.776062 4.729805 0.4 -2.3 -0.8 -0.23
N -0.817278 1.809950 4.171581 -1.1 1.9 1.6 0.00
H -1.941397 3.461730 6.557273 0.1 0.1 -0.5 0.10
H -2.697155 4.202690 5.100176 0.5 -0.3 0.2 0.10
H -1.082890 4.726250 5.635634 -0.1 -0.5 -0.2 0.10
```
Forces are in eV/Å.

ORCA calculation (ωB97M-V with the def2-TZVPD basis set) on a structure of composition C27H41BrN5OSiSr at a distorted geometry.

Properties
* HOMO energy: -1.1 eV
* LUMO: 2.06 eV
* Kohn-Sham gap: 3.20 eV
* ΔE to the lowest compared entry with this formula, charge and spin: 163.9 kcal per mole
* multiplicity: 1
* net charge: -1

Geometry as XYZ:
```
77
Properties=species:S:1:pos:R:3:forces:R:3:lowdin_charge:R:1
Sr -0.504621 -1.032826 -0.013370 4.2 -2.3 -6.1 1.14
O 5.412609 5.375695 -0.155175 0.0 0.0 0.0 0.05
C 4.378853 4.569196 0.219334 0.0 0.0 0.0 -0.33
C 3.648747 4.788071 1.383269 0.0 0.0 0.0 -0.03
C 2.613490 3.912806 1.662345 0.0 0.1 0.0 -0.15
N 2.283075 2.879255 0.897020 -0.1 0.0 0.0 0.04
C 2.994286 2.686420 -0.202154 0.0 0.0 -0.2 -0.72
Br 2.481002 1.193820 -1.266186 -0.2 0.0 0.3 0.84
C 4.049357 3.501748 -0.596268 0.1 0.0 0.0 -0.05
H 5.516245 6.071675 0.501486 0.0 0.0 0.0 0.10
H 3.878426 5.612367 2.048433 0.0 0.0 0.0 0.10
H 2.005618 4.056002 2.550429 0.0 0.0 0.0 0.10
H 4.596912 3.308840 -1.506832 0.0 0.0 0.0 0.11
C -1.198711 2.353226 -2.300824 0.0 0.0 0.0 -0.03
C -1.515182 2.295462 -0.831291 0.5 0.0 -0.6 -0.34
C -2.423121 3.169384 -0.260252 0.0 0.0 0.0 -0.06
C -2.598761 3.121028 1.119062 0.0 0.0 -0.1 -0.09
C -1.919356 2.172958 1.837985 -0.3 -0.1 -0.1 -0.07
C -1.120584 1.211879 1.166903 0.7 1.7 1.0 -0.56
N -0.831390 1.364266 -0.153577 -0.9 0.6 1.2 0.02
N -0.582073 0.161048 1.895308 -1.7 -0.4 2.4 -0.24
Si -1.975913 -0.922104 2.045456 -1.6 1.2 -2.9 0.42
C -3.030665 -0.437207 0.256619 -1.4 0.0 0.7 -0.26
C -3.505124 -0.482722 2.976873 -0.3 -0.3 1.2 -0.17
C -2.099098 -2.717943 1.117221 -1.1 -0.8 2.6 -0.25
H -2.054207 2.703064 -2.880183 0.0 0.0 0.0 0.07
H -0.879874 1.367677 -2.644998 0.0 0.0 0.0 0.06
H -0.364312 3.038123 -2.472147 0.0 0.0 0.0 0.08
H -2.962606 3.872214 -0.880381 0.0 0.0 0.0 0.10
H -3.285781 3.800198 1.612964 0.1 0.0 0.0 0.10
H -2.073256 2.064357 2.904543 0.1 0.0 0.0 0.10
H -3.437544 0.579159 0.189575 0.4 0.1 -0.1 0.03
H -3.940958 -1.031376 0.434397 0.1 -0.1 0.0 0.03
H -2.724010 -0.755646 -0.760017 -0.1 0.3 0.3 0.02
H -4.000211 0.289942 2.397145 0.0 0.1 0.1 0.04
H -3.369864 -0.138977 4.002213 0.0 0.0 0.0 0.02
H -4.148822 -1.366126 3.001493 -0.1 0.1 0.0 0.05
H -1.409702 -3.558661 1.190322 0.5 0.4 -0.2 0.02
H -2.652011 -2.712674 0.166911 0.7 0.2 0.1 0.03
H -2.880387 -3.058903 1.823386 0.0 -0.2 -0.2 0.03
C 1.037278 -3.350979 -3.370013 -0.2 -0.1 0.1 -0.14
C 1.594343 -2.006046 -2.834234 -0.3 0.2 0.2 -0.87
C 1.619080 -1.015036 -4.039518 0.1 -0.1 -0.1 -0.12
C 3.054297 -2.263814 -2.345236 0.1 -0.1 -0.1 -0.12
N 0.779136 -1.506230 -1.782726 0.1 -0.1 0.0 -0.39
H 1.679701 -3.829315 -4.124813 0.0 0.0 0.0 0.05
H 0.046375 -3.170185 -3.796311 0.0 0.0 0.0 0.05
H 0.898697 -4.023706 -2.519499 0.1 0.0 0.0 0.04
H 1.712640 -1.511982 -5.016052 0.1 0.0 0.0 0.05
H 2.444693 -0.301520 -3.955903 0.0 0.1 0.0 0.02
H 0.682686 -0.456089 -4.020997 0.0 -0.1 -0.1 0.04
H 3.516509 -3.150375 -2.801274 0.0 0.0 -0.1 0.05
H 3.019331 -2.403035 -1.264669 0.0 -0.1 0.0 0.04
H 3.707514 -1.410706 -2.553360 0.0 0.0 0.1 0.03
C 1.472492 -0.609600 5.092561 0.0 -0.1 0.0 -0.11
N 0.230656 -0.528419 5.958104 0.0 0.0 0.1 -0.27
C 0.149760 0.661809 6.846534 0.0 0.0 0.0 -0.05
C -1.032835 -0.604474 5.156604 -0.1 0.2 -0.2 -0.15
C -1.300844 -1.974242 4.595353 0.2 0.0 0.7 -0.28
C -2.361999 -2.725706 5.106089 -0.2 0.0 0.1 -0.06
C -2.490405 -4.070794 4.810227 0.0 0.1 0.0 -0.08
C -1.489637 -4.701265 4.076756 0.0 0.1 -0.1 -0.08
C -0.437735 -3.957780 3.573629 -0.1 -0.1 -0.5 -0.07
C -0.381729 -2.576699 3.746986 0.6 -0.3 0.6 -0.09
H 2.301318 -0.428771 5.786752 0.0 0.0 0.0 -0.01
H 1.383105 0.228220 4.390414 0.0 0.0 0.0 0.01
H 0.490581 -1.993897 3.470630 0.0 0.0 -0.3 0.09
H 0.256705 -1.358204 6.549416 0.0 0.0 0.0 0.16
H 0.089447 1.538750 6.205452 0.0 0.0 0.0 0.10
H 1.064666 0.708863 7.429401 0.0 0.0 0.0 0.09
H -0.723224 0.608647 7.505037 0.0 0.0 0.0 0.08
H -0.930726 0.154982 4.374103 0.1 0.0 0.0 0.10
H -1.845436 -0.335085 5.835031 -0.1 0.1 -0.1 0.11
H -3.083546 -2.243799 5.758501 0.0 0.0 0.0 0.11
H -3.341711 -4.631843 5.173739 0.0 0.0 0.1 0.10
H -1.543069 -5.765224 3.885120 0.0 0.0 0.0 0.10
H 0.339980 -4.442297 2.996029 0.0 0.0 0.0 0.12
```
Forces are in eV/Å.

Number 1: electronic energy -3083.41121 Eh. Number 2: electronic energy -4611.69314 Eh. Number 3: electronic energy -4296.42013 Eh.